The following is a quantum chemistry calculation of C12H12F6I2O5RuSTi as an isolated structure, from OMol25.

Net charge: +4
DFT total energy: -3375.90340 Eh
Gap between HOMO and LUMO (alpha / beta): 3.8470 / 3.6711 eV
Spin multiplicity: 7
Largest force on an atom: 0.157 hartree/bohr
⟨S²⟩: 12.0299

```
40
Properties=species:S:1:pos:R:3:forces:R:3:lowdin_spin:R:1
I -2.82433 0.67971 -3.27060 -1.2 2.6 -1.4 1.23
I -2.11025 -1.55181 -2.25899 0.6 -2.6 1.2 0.76
Ru 1.84868 1.36052 0.66068 -1.6 -4.4 -2.5 1.32
Ti -0.70214 -0.17396 -0.16924 -1.8 -0.5 1.1 1.23
S 1.39210 -0.99345 -0.52439 1.3 0.8 -0.4 0.41
C 2.49755 3.06425 0.20102 2.9 7.1 -2.4 0.10
C -0.03794 1.97924 0.15080 -3.2 4.5 0.0 0.11
C 2.23682 -0.89277 -2.41765 0.8 -0.6 -0.6 0.05
C 2.62382 -2.35284 -2.56642 0.4 0.1 0.7 0.01
C 3.38416 0.08116 -2.35505 0.3 0.3 0.4 0.02
C 1.20556 -0.45017 -3.41978 -0.7 0.5 0.1 0.03
C 1.52434 1.63085 2.50069 -1.6 0.8 6.8 0.09
C 3.59139 0.49155 1.02368 4.9 -1.0 1.5 0.05
O -0.95686 2.70287 0.02553 3.4 -3.0 0.3 0.16
O 2.87043 4.13649 -0.03186 -1.6 -4.4 1.1 0.11
O 1.31562 1.86365 3.60479 0.8 -0.7 -3.6 0.11
O 4.62822 0.08149 1.29704 -3.8 1.2 -1.1 0.03
H 3.10251 -2.50669 -3.54124 0.0 0.1 0.1 0.00
H 1.73927 -2.97295 -2.51764 -0.2 -0.4 -0.1 0.00
H 3.32398 -2.67820 -1.77245 -0.2 0.2 -0.5 0.00
H 3.87432 0.12035 -3.34716 -0.2 -0.1 0.4 0.00
H 4.14678 -0.17040 -1.61579 0.0 -0.3 -0.2 0.00
H 3.03959 1.09480 -2.13542 -0.1 0.1 -0.2 0.01
H 1.69354 -0.42662 -4.41578 -0.2 0.1 0.5 0.00
H 0.79990 0.55787 -3.19910 0.3 -0.2 -0.2 0.00
H 0.36288 -1.14436 -3.46901 0.2 -0.1 -0.1 0.01
C -3.33098 -1.71107 2.42298 0.1 -0.4 -0.6 0.00
C -2.85946 -0.31104 2.13261 -1.3 0.5 0.5 0.01
O -1.79452 -0.23970 1.20479 0.0 0.0 -1.0 0.07
C -4.07887 0.48324 1.56307 -2.3 1.4 0.1 0.01
F -5.15358 0.53413 2.39417 2.0 -0.4 -0.8 0.00
F -3.76868 1.76165 1.24580 0.3 -0.8 0.0 0.00
F -4.51993 -0.09138 0.41252 0.7 -0.1 0.2 0.00
C -2.33750 0.39795 3.39395 0.5 0.2 2.3 0.01
F -3.22896 0.43399 4.41060 1.2 0.0 -1.8 0.00
F -1.23218 -0.30196 3.81772 -0.9 0.7 -0.4 0.00
F -1.91146 1.65753 3.11355 -0.3 -0.8 0.1 0.00
H -3.72875 -2.17045 1.50167 0.1 0.2 0.4 0.00
H -4.12553 -1.67442 3.16920 0.0 -0.1 0.0 0.00
H -2.49958 -2.29906 2.78072 0.1 -0.3 0.3 0.00
```
Positions in Å, forces in eV/Å.

The following is a quantum chemistry calculation of a 2-piece molecular cluster, C12H12N2S overall, from OMol25.

Net charge: 0
DFT total energy: -972.00010 Eh
Gap between HOMO and LUMO: 7.5493 eV
Structure (SMILES): Cc1sc(C)c(C)c1C.N#CC#CC#N
Spin multiplicity: 1
Largest force on an atom: 0.098 hartree/bohr
Energy relative to the best compared isomer or geometry (same formula, charge and spin): 4.6211 eV

```
27
Properties=species:S:1:pos:R:3:forces:R:3:nbo_charge:R:1
C 0.28882 2.29272 -1.77560 -1.3 1.9 0.0 0.20
C 3.14522 0.57686 0.24285 0.7 0.3 0.3 0.17
C 1.18562 1.47485 -1.14106 2.1 -1.4 2.4 -0.06
C 1.96796 0.94588 -0.33161 -2.4 1.8 -3.2 0.06
C -1.11038 -0.27613 -0.25498 -2.3 0.7 0.0 -0.07
C -0.58502 -1.01123 -1.26855 0.8 -0.1 -1.2 -0.18
C -0.40168 -0.34252 0.93607 1.9 -0.5 0.7 -0.05
C 0.72695 -1.14555 0.85686 -1.0 0.3 -0.6 -0.21
C -2.42439 0.51427 -0.30211 1.8 -0.7 -4.6 -0.63
C -0.92342 -1.11172 -2.76033 -1.3 -1.8 1.7 -0.65
C -0.66401 0.58942 2.07441 1.7 -2.9 2.1 -0.63
C 1.69913 -1.31559 1.95007 1.1 -1.2 3.0 -0.67
N -0.44104 3.16166 -2.06140 1.0 -1.7 0.0 -0.23
N 4.18829 0.43028 0.70357 0.2 -0.3 0.1 -0.22
S 0.81882 -1.82679 -0.74996 0.3 -0.2 0.9 0.46
H -2.20608 1.46281 -0.87269 -0.6 -1.0 -0.1 0.23
H -2.72604 0.91049 0.57119 -1.2 0.6 3.2 0.21
H -3.21000 -0.11443 -0.78588 0.4 0.9 0.3 0.22
H -1.72381 -2.00499 -2.81338 2.2 1.7 -0.7 0.23
H 0.04072 -1.15231 -3.32302 -1.2 -0.5 0.1 0.24
H -1.47065 -0.23013 -3.01758 -0.3 0.6 -0.4 0.23
H -1.53435 1.12037 1.81336 -0.7 1.0 0.7 0.22
H 0.25009 1.19761 2.21356 -0.7 0.2 0.0 0.22
H -0.74384 -0.07957 3.06388 -0.2 1.8 -1.9 0.22
H 1.21381 -1.86066 2.90444 0.9 0.8 -2.2 0.23
H 1.95872 -0.31143 2.42348 0.0 -1.1 -0.8 0.23
H 2.68058 -1.89419 1.70441 -1.9 1.2 0.3 0.25
```
Positions in Å, forces in eV/Å.